(1)
{"formula": "C5H13NO", "method": "ωB97M-V with the def2-TZVPD basis set", "symbols": ["C", "C", "C", "N", "O", "H", "H", "H", "H", "H", "H", "H", "C", "C", "H", "H", "H", "H", "H", "H"], "xyz": [[2.03499, 0.40231, -0.33932], [1.27477, 0.11850, 0.96691], [1.10945, -1.30189, 1.40816], [0.12521, -1.42310, 2.44042], [1.77041, -2.26398, 1.13331], [1.57422, -0.19644, -1.14699], [3.09525, 0.26589, -0.46351], [1.71465, 1.38222, -0.69219], [1.82362, 0.56383, 1.80673], [0.28095, 0.50986, 0.86938], [-0.10644, -2.36268, 2.72553], [-0.66555, -0.79090, 2.40367], [-1.73592, 1.00706, -0.69430], [-1.71934, 0.22753, -1.99590], [-1.35509, 2.00243, -0.90700], [-2.78953, 1.13093, -0.39529], [-1.27586, 0.55428, 0.16633], [-1.10202, 0.64899, -2.80891], [-1.35829, -0.80640, -1.99753], [-2.69547, 0.33156, -2.47951]], "forces_ev_per_angstrom": [[-2.02, -0.48, -1.28], [1.63, -0.15, -0.30], [-1.25, -0.68, 1.97], [0.36, 0.56, -1.07], [0.62, -0.19, -0.73], [0.26, -0.27, 0.36], [0.36, -0.01, 0.71], [0.53, 0.43, 0.32], [-0.45, 0.29, -0.04], [-0.07, 0.61, 0.29], [0.14, -0.01, -0.17], [0.23, -0.13, 0.11], [-1.17, 0.37, -0.37], [0.31, -0.10, -1.66], [0.21, 0.12, 0.50], [0.33, 0.10, -0.01], [0.36, -0.15, -0.10], [0.29, 0.34, 0.70], [-0.58, 0.01, 0.50], [-0.11, -0.67, 0.26]], "lowdin_charge": [-0.079, -0.175, -0.532, 0.121, 0.076, 0.076, 0.069, 0.066, 0.131, 0.053, 0.091, 0.078, -0.158, -0.172, 0.072, 0.071, 0.019, 0.063, 0.065, 0.061], "lumo_energy_ev": 0.9, "e_tot_ev": -8933.2538, "e_above_lowest_ev": 0.757}

---

(2)
{"formula": "C5H13NO", "method": "ωB97M-V with the def2-TZVPD basis set", "symbols": ["C", "N", "C", "C", "C", "C", "O", "H", "H", "H", "H", "H", "H", "H", "H", "H", "H", "H", "H", "H"], "xyz": [[-2.00130, 0.47630, 1.21709], [-0.65383, 0.64524, 0.74274], [-0.21704, -0.25661, -0.33930], [-1.26248, -0.85945, -1.26431], [1.02553, 0.43397, -0.96756], [2.25690, -0.01416, -0.11788], [2.01583, -0.23654, 1.24202], [-2.15057, 1.15940, 2.07180], [-2.21243, -0.55192, 1.51348], [-2.73251, 0.75970, 0.44417], [-0.06847, 0.98299, 1.47838], [0.08976, -1.20635, 0.16032], [-1.94950, -1.37189, -0.58430], [-1.92779, -0.20900, -1.77859], [-0.76935, -1.46854, -2.01931], [0.95750, 1.50351, -0.79750], [1.13914, 0.21740, -2.01197], [3.05444, 0.73415, -0.26136], [2.73161, -0.91355, -0.53075], [2.67458, 0.17535, 1.80282]], "forces_ev_per_angstrom": [[-0.18, 0.51, 0.04], [-2.10, 0.45, -1.27], [1.47, -0.06, 1.38], [-0.55, 0.69, 0.85], [0.03, -0.87, 2.26], [1.56, 0.30, -1.86], [-0.73, 0.02, 0.72], [-0.09, -0.44, -0.28], [-0.24, -0.21, 0.34], [0.08, -0.09, 0.21], [0.96, -0.68, -0.35], [0.61, 0.43, -0.23], [0.21, -0.76, -0.52], [-0.26, 1.17, -0.66], [-0.09, -0.39, 0.35], [-0.44, 0.17, -0.36], [0.33, -0.19, -0.49], [-0.25, 0.07, 0.20], [-0.45, -0.22, -0.09], [0.13, 0.10, -0.24]], "lowdin_charge": [-0.154, -0.103, -0.400, -0.066, -0.112, -0.279, -0.071, 0.084, 0.069, 0.075, 0.093, 0.133, 0.070, 0.060, 0.085, 0.102, 0.101, 0.112, 0.109, 0.092], "lumo_energy_ev": 0.9, "e_tot_ev": -8932.0332, "e_above_lowest_ev": 1.978}

---

(3)
{"formula": "C5H13NO", "method": "ωB97M-V with the def2-TZVPD basis set", "symbols": ["C", "C", "N", "O", "H", "H", "H", "H", "H", "C", "C", "C", "H", "H", "H", "H", "H", "H", "H", "H"], "xyz": [[1.61253, 1.12845, -1.37535], [1.48531, 0.94225, 0.10334], [1.80560, -0.10865, 0.77355], [2.08158, -1.24909, -0.00865], [0.84806, 1.81919, -1.73414], [1.50124, 0.17498, -1.88946], [2.59384, 1.54364, -1.61165], [1.50167, 1.83733, 0.71569], [2.34353, -1.91104, 0.64416], [-1.80600, -0.43907, -0.83614], [-1.52921, 0.20489, 0.51496], [-1.08158, -0.77905, 1.55710], [-0.91204, -0.96262, -1.18187], [-2.06462, 0.31356, -1.58146], [-2.62354, -1.15971, -0.76627], [-2.40111, 0.77170, 0.85305], [-0.60445, 0.89958, 0.35482], [0.00968, -0.98535, 1.35186], [-1.09754, -0.34568, 2.55629], [-1.66296, -1.69527, 1.56017]], "forces_ev_per_angstrom": [[-0.62, -0.35, -0.07], [2.21, -0.91, 0.15], [0.04, 0.59, -0.23], [-0.19, 0.55, -0.19], [0.07, 0.01, -0.05], [0.04, 0.09, -0.06], [0.00, 0.01, 0.06], [-0.60, -0.07, 0.20], [-0.14, 0.24, 0.00], [0.05, 0.02, 0.09], [1.28, 1.09, -0.61], [1.47, -0.17, 0.12], [-0.05, -0.09, -0.05], [-0.06, -0.04, -0.06], [0.01, -0.01, -0.06], [0.19, 0.19, -0.09], [-2.10, -0.64, 0.39], [-1.42, -0.31, 0.38], [-0.13, 0.01, 0.09], [-0.07, -0.19, -0.02]], "lowdin_charge": [-0.067, -0.248, -0.039, -0.073, 0.075, 0.068, 0.083, 0.117, 0.094, -0.123, -0.332, -0.134, 0.067, 0.067, 0.070, 0.100, 0.085, 0.049, 0.071, 0.070], "lumo_energy_ev": 0.9, "e_tot_ev": -8931.2319, "e_above_lowest_ev": 2.779}

---

(4)
{"formula": "C5H13NO", "method": "ωB97M-V with the def2-TZVPD basis set", "symbols": ["C", "C", "N", "O", "H", "H", "H", "H", "H", "H", "H", "C", "C", "C", "H", "H", "H", "H", "H", "H"], "xyz": [[-0.80777, -1.86675, 0.07378], [1.97073, -1.44230, -1.46463], [-0.41793, -1.67604, 1.32766], [1.09930, -1.31344, -0.39189], [0.63135, -1.73659, 1.32058], [-0.71714, -0.79985, 1.74488], [-1.66793, -1.30818, -0.28633], [-0.55365, -2.81144, -0.38679], [1.86630, -0.62210, -2.19503], [3.01522, -1.41948, -1.11064], [1.85733, -2.39677, -2.00673], [-1.24642, 2.16212, -0.58976], [-0.30376, 1.54889, 0.39794], [-0.26120, 1.85645, 1.69029], [0.40207, 0.82399, -0.00511], [-0.69054, 2.68810, -1.37064], [-1.93188, 2.86811, -0.11827], [-1.83261, 1.39017, -1.09639], [0.50061, 1.44775, 2.34303], [-0.91209, 2.60735, 2.12406]], "forces_ev_per_angstrom": [[1.48, -0.14, -0.21], [0.00, 0.00, -0.36], [0.33, 0.34, 0.63], [-0.72, 0.06, 0.04], [-0.82, -0.34, 0.25], [-0.05, -0.10, -0.16], [0.24, 0.06, -0.17], [-0.21, 0.10, -0.05], [0.01, -0.12, 0.00], [-0.18, 0.02, 0.04], [-0.05, 0.08, 0.00], [-0.08, -0.03, 0.01], [0.09, 0.13, 0.03], [0.15, 0.17, -0.13], [-0.04, -0.05, 0.09], [-0.01, -0.02, 0.04], [0.02, -0.03, -0.01], [-0.01, 0.05, -0.01], [-0.04, -0.13, 0.01], [-0.11, -0.05, -0.02]], "lowdin_charge": [-0.010, -0.247, 0.035, -0.361, 0.119, 0.073, 0.098, 0.094, 0.062, 0.071, 0.063, -0.107, -0.252, -0.025, 0.073, 0.076, 0.071, 0.064, 0.052, 0.053], "lumo_energy_ev": 0.7, "e_tot_ev": -8929.9460, "e_above_lowest_ev": 4.065}

---

(5)
{"formula": "C5H13NO", "method": "ωB97M-V with the def2-TZVPD basis set", "symbols": ["C", "C", "C", "H", "H", "H", "H", "H", "H", "C", "N", "C", "O", "H", "H", "H", "H", "H", "H", "H"], "xyz": [[0.79575, 1.02729, -1.85107], [0.20156, 1.81916, -0.96713], [0.85953, 2.38958, 0.24807], [1.84609, 0.79517, -1.77945], [0.35803, 0.81837, -2.81311], [-0.78510, 2.21811, -1.18695], [0.34597, 2.01923, 1.14936], [1.90856, 2.10273, 0.30793], [0.78425, 3.47318, 0.25313], [-0.98925, -2.46007, -0.33111], [-0.83034, -1.13050, 0.25001], [0.25603, -0.94015, 1.21820], [-0.33852, -0.15374, 2.21520], [-1.65445, -2.40695, -1.18947], [-0.00633, -2.83896, -0.61738], [-1.42118, -3.15085, 0.41148], [-1.75933, -0.72199, 0.27715], [1.08611, -0.38496, 0.77167], [0.64421, -1.88294, 1.63132], [-1.30158, -0.59172, 2.00215]], "forces_ev_per_angstrom": [[0.11, 0.91, -0.29], [0.39, 0.42, -0.48], [-0.34, -0.56, 0.42], [0.19, -0.32, 0.32], [-0.36, -0.34, 0.01], [-0.15, -0.31, 0.08], [0.20, 0.17, -0.13], [0.04, 0.01, 0.00], [0.02, 0.16, -0.02], [0.34, 0.08, 0.77], [0.45, -1.84, -1.41], [-1.00, 0.73, -0.79], [-3.35, -1.46, -0.16], [0.13, -0.09, -0.15], [-0.19, -0.10, -0.25], [0.09, -0.20, -0.27], [0.83, 0.84, 0.73], [0.01, 0.01, 0.00], [-0.28, -0.16, -0.30], [2.90, 2.06, 1.94]], "lowdin_charge": [-0.032, -0.255, -0.118, 0.053, 0.045, 0.093, 0.062, 0.073, 0.070, -0.129, -0.139, -0.323, -0.109, 0.074, 0.077, 0.075, 0.110, 0.098, 0.120, 0.158], "lumo_energy_ev": 1.0, "e_tot_ev": -8930.9609, "e_above_lowest_ev": 3.050}

---

(6)
{"formula": "C5H13NO", "method": "ωB97M-V with the def2-TZVPD basis set", "symbols": ["C", "C", "C", "C", "C", "N", "H", "H", "H", "H", "H", "H", "H", "H", "H", "H", "H", "O", "H", "H"], "xyz": [[2.07208, -0.09295, -0.81427], [0.79773, -0.73444, -0.85711], [-0.18010, -0.52900, -2.08011], [0.45730, -1.54867, 0.15423], [-0.96595, -1.40495, 0.63227], [1.53398, -2.25074, 0.87360], [2.38376, 0.31194, 0.21089], [2.17125, 0.62513, -1.67870], [2.84705, -0.90579, -1.08557], [0.43855, -0.26865, -3.07032], [-0.75366, 0.44164, -1.87790], [-0.83120, -1.35690, -2.30273], [-1.16255, -1.97157, 1.60674], [-1.14469, -0.30883, 0.78716], [-1.67927, -1.81787, -0.06213], [1.23434, -3.10873, 1.24454], [2.22319, -2.40369, 0.19429], [-2.84791, 5.96831, 2.45836], [-3.68918, 5.58980, 2.23490], [-2.90472, 5.76594, 3.43186]], "forces_ev_per_angstrom": [[3.87, -0.19, -1.40], [-2.60, -1.07, -1.07], [1.81, 3.23, 0.06], [0.56, -0.33, 0.12], [-0.05, -1.06, 1.89], [-2.18, 2.83, 0.13], [-0.55, -0.34, -1.57], [0.05, -0.29, 1.25], [-0.35, 1.26, 0.40], [-1.11, -0.75, 2.22], [0.23, -1.32, -0.54], [-0.21, -0.21, 0.20], [0.35, 0.87, -1.15], [-0.17, -1.14, 0.00], [-0.34, 0.05, -0.41], [-0.58, -1.11, 0.65], [1.30, -0.43, -0.77], [0.02, -0.37, 2.14], [-0.74, -0.20, -0.94], [0.71, 0.57, -1.20]], "lowdin_charge": [-0.112, -0.397, -0.062, -0.338, -0.056, 0.092, 0.110, 0.088, 0.095, 0.108, 0.084, 0.047, 0.094, 0.095, 0.059, 0.054, 0.038, -0.073, 0.012, 0.061], "lumo_energy_ev": 0.9, "e_tot_ev": -8931.2050, "e_above_lowest_ev": 2.806}